Record 1
Formula: C11H16BrN5OPtS
Source: the Open Molecules 2025 dataset
Level of theory: the ωB97M-V functional and the def2-TZVPD basis

Element x y z (Å)
1 Pt -1.8312 0.6259 1.1007
2 N -2.1926 -1.6942 4.7339
3 C -2.1214 -1.2035 3.4472
4 S -2.3182 0.5532 3.2665
5 N -1.9012 -2.0097 2.4727
6 N -1.7861 -1.3451 1.2786
7 C -1.7402 -2.0262 0.1246
8 C -1.7419 -1.2585 -1.0397
9 C -1.6656 -1.7812 -2.3574
10 C -1.7684 -0.9436 -3.4232
11 C -1.9554 0.4483 -3.2170
12 C -2.0002 0.9233 -1.9376
13 N -1.8747 0.1142 -0.8673
14 H -2.6705 -1.1300 5.4138
15 H -2.3330 -2.6869 4.8132
16 H -1.7156 -3.1061 0.1370
17 H -1.5392 -2.8508 -2.4858
18 H -1.7148 -1.3402 -4.4296
19 H -2.0562 1.1362 -4.0450
20 H -2.1241 1.9737 -1.7115
21 Br -1.9105 3.0454 0.8069
22 C 4.0164 1.2196 -0.7577
23 N 3.0056 0.7953 0.2044
24 C 3.4074 0.1973 1.4737
25 C 1.6737 0.9417 -0.0145
26 C 1.2288 1.5789 -1.3067
27 O 0.8681 0.5356 0.8221
28 H 4.9541 0.7298 -0.5083
29 H 4.1831 2.2996 -0.7418
30 H 3.7548 0.9265 -1.7728
31 H 4.4835 0.3107 1.5817
32 H 3.1500 -0.8615 1.5178
33 H 2.9073 0.6893 2.3037
34 H 1.8402 2.4431 -1.5736
35 H 0.1969 1.8975 -1.1869
36 H 1.2913 0.8523 -2.1223

Cartesian forces, eV/Å:
Pt -0.293 -0.415 0.468
N 0.069 0.191 -0.169
C -0.041 -0.132 0.559
S 0.106 -0.024 -0.230
N -0.007 0.421 -0.589
N 0.072 -0.307 0.062
C 0.045 0.162 0.132
C -0.049 0.066 -0.021
C 0.006 -0.093 0.051
C -0.003 0.073 -0.105
C 0.007 -0.047 -0.090
C -0.061 -0.192 0.034
N 0.099 0.020 -0.133
H -0.038 0.017 -0.004
H -0.020 -0.049 -0.017
H -0.003 -0.006 -0.004
H -0.013 0.106 0.005
H -0.008 0.024 0.025
H 0.006 -0.056 0.019
H -0.021 0.006 0.010
Br 0.027 0.222 -0.002
C -0.059 -0.073 0.170
N -0.096 0.063 -0.122
C 0.095 0.078 -0.153
C 0.057 -0.187 0.176
C 0.085 0.133 0.020
O 0.112 0.040 -0.192
H 0.023 -0.010 -0.013
H -0.024 0.012 0.037
H -0.060 -0.024 0.001
H 0.000 -0.012 0.033
H -0.020 -0.023 -0.052
H -0.040 0.062 0.022
H -0.031 -0.068 0.018
H 0.115 -0.007 0.009
H -0.035 0.029 0.044

## Properties
* maximum force: 0.72 eV Å⁻¹
* frontier orbital gap (alpha / beta): 6.60 / 5.93 eV
* lowest unoccupied orbital energy (alpha / beta): 0.0192 / -0.0827 hartree
* multiplicity: 3

These are the Löwdin partial charges, in e, on atoms 1 to 5: 0.7478 0.0547 -0.8017 0.5942 0.0146

=====

Record 2
Formula: C11H16Cl18F3NaO3S
Source: the Open Molecules 2025 dataset
Level of theory: the ωB97M-V functional and the def2-TZVPD basis

Element x y z (Å)
1 Na -2.3829 4.6698 0.1392
2 C -1.7895 -0.3570 1.1245
3 F -1.2276 -1.4702 0.6406
4 F -3.1289 -0.5610 1.1959
5 F -1.3143 -0.0780 2.3205
6 S -1.4697 1.1572 -0.0975
7 O -2.2299 2.2888 0.4304
8 O -0.0224 1.3342 -0.0599
9 O -1.9419 0.7001 -1.3913
10 Cl 4.7767 3.0341 1.3033
11 C 3.4151 2.6377 0.1988
12 C 2.8942 3.8551 -0.5101
13 Cl 4.0256 4.6334 -1.6931
14 H 2.5730 2.4237 0.8569
15 H 3.6891 1.7899 -0.4291
16 H 2.6939 4.6139 0.2464
17 H 1.9912 3.5463 -1.0367
18 Cl -0.6613 3.9292 -1.9657
19 C -0.7264 2.9351 -3.4360
20 C 0.5596 2.1154 -3.5589
21 Cl 1.8558 3.1100 -4.0235
22 H -0.9228 3.6275 -4.2547
23 H -1.5757 2.2542 -3.3810
24 H 0.5131 1.2956 -4.2757
25 H 0.7657 1.7669 -2.5468
26 Cl 0.6323 -4.1515 -0.9018
27 C 1.1455 -3.0306 -2.0930
28 C 1.3507 -1.6479 -1.5992
29 Cl 2.0636 -0.7408 -2.9708
30 H 0.3857 -3.0501 -2.8742
31 H 2.0508 -3.4533 -2.5287
32 H 2.1093 -1.6915 -0.8177
33 H 0.4184 -1.1908 -1.2676
34 C 1.7816 -2.1128 2.3454
35 Cl 2.9911 -3.4385 2.0106
36 Cl 2.3070 -0.4854 1.7608
37 Cl 1.3425 -2.0506 4.0423
38 H 0.9162 -2.4250 1.7607
39 C -2.8004 -4.0173 2.9086
40 Cl -3.7578 -5.0311 1.7576
41 Cl -1.1133 -4.0803 2.3423
42 Cl -2.9154 -4.6804 4.5146
43 H -3.1217 -2.9762 2.8754
44 C 0.5045 1.6334 4.8582
45 Cl -0.5151 1.7027 6.2496
46 Cl 2.1759 2.0811 5.2577
47 Cl -0.2538 2.7548 3.6994
48 H 0.5375 0.6122 4.4786
49 C -3.6631 -2.6424 -2.3409
50 Cl -2.6519 -4.0737 -2.2187
51 Cl -4.6215 -2.6457 -0.8382
52 Cl -4.6274 -2.6644 -3.8228
53 H -3.0310 -1.7555 -2.3845

Cartesian forces, eV/Å:
Na 0.153 -0.965 -0.081
C -0.839 1.637 -1.897
F -0.021 0.376 0.244
F 0.803 -0.034 0.288
F 0.097 -0.285 0.390
S 1.178 -0.882 -0.408
O -0.254 0.279 0.540
O -0.645 -0.137 0.505
O -0.337 -0.288 0.374
Cl -0.033 -0.139 -0.248
C -0.098 0.421 0.529
C 0.520 0.202 -0.348
Cl -0.298 -0.365 0.391
H 0.081 -0.669 0.008
H -0.048 0.205 0.040
H -0.184 0.010 -0.213
H 0.046 0.293 -0.109
Cl 0.036 0.561 0.297
C -0.461 -0.888 -1.068
C -1.540 -0.133 0.920
Cl 1.865 1.307 -0.656
H 0.363 -0.077 -0.009
H 0.025 0.078 0.445
H -0.495 0.038 0.271
H -0.020 -0.529 -0.227
Cl -0.533 -0.901 1.611
C 0.008 -0.404 -2.080
C 0.522 0.000 0.336
Cl -0.037 0.156 0.179
H 0.015 0.107 -0.073
H 0.076 0.301 0.020
H -0.211 0.439 0.094
H 0.275 0.209 -0.040
C 0.416 -0.286 -0.718
Cl -0.494 1.077 0.319
Cl -0.140 -1.017 0.362
Cl 0.141 -0.009 -0.045
H 0.080 0.356 0.159
C 0.257 -0.691 -1.004
Cl 0.099 0.661 0.537
Cl -0.106 0.058 0.164
Cl -0.138 0.143 0.323
H -0.149 -0.331 0.005
C 0.260 0.265 -0.278
Cl -0.351 -0.386 1.118
Cl -0.289 0.011 -0.244
Cl 0.553 -0.245 -0.492
H -0.148 0.333 -0.227
C 0.063 -0.151 0.404
Cl 0.441 -0.137 -0.397
Cl -0.232 0.520 -0.534
Cl -0.092 0.026 0.283
H -0.181 -0.117 0.236

## Properties
* maximum force: 2.64 eV Å⁻¹
* frontier orbital gap: 8.53 eV
* lowest unoccupied orbital energy: -0.0656 hartree

These are the Löwdin partial charges, in e, on atoms 1 to 5: 0.6561 -0.6207 0.0816 0.0828 0.1197